A structure of composition C13H2Cl5N2O7Pd. Source: OMol25; level of theory: ωB97M-V/def2-TZVPD.

The geometry in ORCA input format:
```
! RIJCOSX wB97M-V def2-TZVPD def2/J DEFGRID3
* xyz 1 5
Pd -0.368 0.923 -1.085
Cl 2.230 -0.060 -2.920
C 0.954 0.604 -3.821
C -0.147 1.048 -3.076
C -1.206 1.603 -3.756
Cl -2.480 2.114 -2.726
C -1.217 1.721 -5.171
Cl -2.540 2.396 -5.956
C -0.100 1.260 -5.904
Cl -0.090 1.384 -7.598
C 0.990 0.707 -5.241
Cl 2.337 0.158 -6.100
O 1.309 2.610 2.470
C 0.656 1.873 1.769
O 0.148 2.092 0.620
C 0.357 0.454 2.379
C 0.808 0.194 3.642
C 0.529 -1.036 4.245
C -0.176 -2.049 3.584
C -0.598 -1.801 2.322
C -0.373 -0.543 1.642
O -0.839 -0.408 0.485
N -1.313 -2.826 1.538
O -2.500 -2.926 1.749
O -0.646 -3.439 0.734
N 0.983 -1.272 5.632
O 0.729 -2.364 6.098
O 1.563 -0.363 6.180
H 1.363 0.943 4.190
H -0.365 -2.996 4.072
*
```

Output
Relative energy (zero: lowest compared OMol25 entry of this formula, charge and spin) (kcal/mol): 9.3
Max |F| (hartree/bohr): 0.0411
E_HOMO (spin up / spin down) (eV): -13.1 / -13.0
DFT total energy (eV): -96899.8202